*one*
C42H56BF4N4O4PTeTi as an isolated structure, computed with ωB97M-V/def2-TZVPD.

Each line ends with the Löwdin charge.
Element x y z (Å)
Ti 0.016 -0.566 -0.152  1.08
C 2.845 -1.788 -3.387  -0.01
C 1.686 -1.522 -2.670  -0.12
N 1.680 -0.903 -1.499  0.05
C 2.868 -0.475 -1.004  -0.16
C 4.091 -0.749 -1.626  -0.12
C 4.056 -1.422 -2.854  0.04
C 5.314 -0.360 -0.987  0.00
C 5.294 0.244 0.215  0.01
C 4.054 0.552 0.863  -0.13
C 3.986 1.112 2.149  0.03
C 2.765 1.322 2.724  -0.02
C 1.606 1.027 2.002  -0.17
N 1.635 0.525 0.772  0.04
C 2.850 0.242 0.236  -0.19
H 2.781 -2.290 -4.344  0.12
H 0.728 -1.823 -3.068  0.10
H 4.982 -1.653 -3.368  0.13
H 6.251 -0.591 -1.480  0.12
H 6.218 0.493 0.721  0.13
H 4.903 1.337 2.681  0.13
H 2.670 1.723 3.723  0.13
H 0.638 1.164 2.463  0.08
C 1.657 2.162 -2.661  -0.01
C 0.295 2.754 -2.419  -0.25
C 0.104 4.116 -2.607  -0.07
C -1.137 4.695 -2.409  -0.07
C -2.212 3.898 -2.055  -0.03
C -2.069 2.528 -1.883  -0.20
C -3.289 1.702 -1.548  -0.01
C -0.793 1.969 -2.037  -0.20
N -0.651 0.544 -1.828  0.05
C -1.252 -0.206 -2.715  -0.28
C -1.626 0.263 -4.086  0.02
C -1.556 -1.557 -2.308  -0.26
C -2.315 -2.479 -3.206  0.02
N -1.190 -1.869 -1.083  0.03
C -1.647 -3.134 -0.542  -0.21
C -2.870 -3.141 0.127  -0.20
C -3.691 -1.884 0.263  -0.01
C -3.334 -4.343 0.648  -0.03
C -2.603 -5.509 0.509  -0.05
C -1.392 -5.479 -0.163  -0.04
C -0.896 -4.298 -0.700  -0.21
C 0.411 -4.302 -1.446  -0.02
H 2.271 2.854 -3.235  0.09
H 1.597 1.221 -3.211  0.07
H 2.169 1.979 -1.713  0.07
H 0.950 4.722 -2.911  0.12
H -1.268 5.763 -2.536  0.11
H -3.192 4.343 -1.916  0.12
H -4.004 2.306 -0.993  0.09
H -3.046 0.831 -0.944  0.06
H -3.788 1.358 -2.459  0.09
H -1.250 1.264 -4.272  0.10
H -2.708 0.272 -4.232  0.10
H -1.209 -0.421 -4.829  0.10
H -1.814 -2.579 -4.172  0.10
H -3.314 -2.080 -3.399  0.11
H -2.420 -3.461 -2.755  0.09
H -3.060 -1.015 0.413  0.04
H -4.369 -1.954 1.112  0.09
H -4.300 -1.713 -0.631  0.09
H -4.286 -4.353 1.167  0.12
H -2.976 -6.443 0.912  0.11
H -0.813 -6.388 -0.278  0.11
H 0.871 -5.286 -1.390  0.08
H 1.105 -3.580 -1.018  0.06
H 0.261 -4.063 -2.504  0.08
F -2.374 2.614 1.156  0.19
B -2.188 1.541 1.956  -1.09
F -1.156 0.527 0.885  -0.21
F -3.220 0.691 2.127  0.22
F -1.361 1.722 3.010  0.18
C 1.371 -6.399 2.258  -0.02
C 2.190 -5.130 2.136  -0.59
C 2.867 -4.806 3.463  -0.02
C 3.229 -5.261 1.029  -0.02
O 1.219 -4.093 1.750  -0.15
P 1.472 -2.544 1.901  0.34
O 2.821 -2.122 1.501  -0.20
O 0.326 -1.915 1.018  -0.32
O 1.198 -2.146 3.399  -0.13
C -0.051 -2.261 4.175  -0.58
C 0.381 -2.566 5.600  -0.02
C -0.976 -3.359 3.659  -0.01
C -0.747 -0.916 4.101  -0.02
H 2.030 -7.237 2.488  0.10
H 0.847 -6.607 1.325  0.07
H 0.633 -6.311 3.059  0.09
H 3.569 -5.600 3.712  0.10
H 2.129 -4.726 4.265  0.08
H 3.411 -3.862 3.404  0.09
H 3.947 -6.038 1.291  0.09
H 3.758 -4.315 0.899  0.08
H 2.750 -5.532 0.085  0.08
H 0.706 -3.603 5.704  0.08
H -0.461 -2.404 6.273  0.10
H 1.202 -1.912 5.898  0.10
H -0.483 -4.331 3.690  0.08
H -1.299 -3.168 2.634  0.08
H -1.858 -3.397 4.299  0.10
H -0.108 -0.127 4.504  0.10
H -1.676 -0.936 4.671  0.11
H -0.991 -0.687 3.065  0.06
C 2.535 5.074 1.431  -0.44
Te 0.702 4.030 1.082  1.30
C -0.486 5.794 1.236  -0.43
H 2.734 5.786 0.633  0.00
H 3.342 4.340 1.470  -0.02
H 2.479 5.596 2.385  0.00
H -0.439 6.183 2.249  0.00
H -1.510 5.506 0.998  -0.01
H -0.136 6.537 0.523  0.00

Values from the calculation:
molecular weight	974.18	g mol⁻¹
charge	+1
spin multiplicity	2
gap between HOMO and LUMO (alpha / beta)	5.886 / 5.487	eV
expectation value of S²	0.76
LUMO level (alpha / beta)	-3.5 / -3.9	eV

*two*
C42H56BF4N4O4PTeTi as an isolated structure, computed with ωB97M-V/def2-TZVPD.

Each line ends with the Löwdin charge.
Element x y z (Å)
Ti -0.801 -0.086 0.450  0.90
C 4.922 -0.763 1.872  -0.04
C 3.549 -0.901 2.102  -0.14
N 2.652 0.002 1.771  0.11
C 3.071 1.149 1.200  -0.16
C 4.428 1.371 0.899  -0.14
C 5.355 0.373 1.246  0.00
C 4.852 2.607 0.311  -0.01
C 3.975 3.611 0.133  -0.02
C 2.604 3.467 0.528  -0.16
C 1.737 4.575 0.527  0.01
C 0.493 4.448 1.072  -0.02
C 0.089 3.177 1.497  -0.19
N 0.816 2.086 1.382  0.11
C 2.114 2.234 0.994  -0.14
H 5.611 -1.538 2.180  0.11
H 3.171 -1.805 2.572  0.10
H 6.406 0.529 1.036  0.13
H 5.898 2.731 0.059  0.12
H 4.294 4.564 -0.270  0.12
H 2.085 5.524 0.138  0.13
H -0.181 5.288 1.164  0.12
H -0.864 3.056 1.995  0.05
C 1.035 1.205 4.368  -0.04
C -0.448 1.411 4.340  -0.23
C -0.983 2.315 5.254  -0.04
C -2.348 2.470 5.409  -0.06
C -3.202 1.692 4.650  -0.05
C -2.715 0.804 3.701  -0.23
C -3.673 -0.074 2.950  -0.04
C -1.330 0.701 3.514  -0.19
N -0.861 -0.237 2.496  0.05
C -0.359 -1.361 2.889  -0.22
C -0.420 -1.842 4.302  0.03
C 0.305 -2.226 1.872  -0.24
C 0.937 -3.497 2.347  0.01
N 0.343 -1.799 0.655  0.07
C 0.748 -2.730 -0.382  -0.15
C 1.845 -2.438 -1.205  -0.18
C 2.689 -1.201 -1.070  -0.02
C 2.233 -3.366 -2.162  -0.04
C 1.565 -4.566 -2.322  -0.07
C 0.469 -4.831 -1.527  -0.04
C 0.040 -3.935 -0.552  -0.19
C -1.169 -4.364 0.240  -0.03
H 1.558 2.159 4.288  0.09
H 1.380 0.572 3.564  0.03
H 1.322 0.757 5.324  0.10
H -0.298 2.877 5.878  0.12
H -2.741 3.170 6.134  0.11
H -4.274 1.762 4.790  0.12
H -4.701 0.238 3.128  0.10
H -3.581 -1.114 3.268  0.09
H -3.485 -0.043 1.877  0.02
H -0.944 -1.139 4.940  0.10
H 0.582 -1.995 4.707  0.10
H -0.937 -2.805 4.333  0.11
H 1.509 -3.304 3.254  0.09
H 1.592 -3.912 1.588  0.10
H 0.184 -4.243 2.602  0.10
H 3.442 -1.340 -0.295  0.07
H 2.098 -0.326 -0.819  0.04
H 3.222 -1.016 -1.999  0.08
H 3.095 -3.140 -2.777  0.12
H 1.889 -5.282 -3.066  0.12
H -0.077 -5.760 -1.643  0.12
H -2.000 -4.552 -0.438  0.09
H -1.508 -3.638 0.968  0.05
H -0.961 -5.303 0.757  0.10
F -3.848 -3.121 -0.717  0.25
B -3.918 -2.282 0.307  -0.99
F -2.192 -1.182 -0.046  -0.30
F -4.741 -1.246 0.227  0.25
F -3.514 -2.708 1.508  0.22
C -0.459 -2.461 -4.654  -0.01
C -1.352 -1.401 -4.044  -0.57
C -1.746 -0.368 -5.091  -0.02
C -2.574 -2.032 -3.405  -0.01
O -0.533 -0.806 -2.961  -0.14
P -0.770 0.637 -2.392  0.29
O -2.195 0.983 -2.218  -0.38
O 0.020 0.652 -1.019  -0.40
O -0.114 1.681 -3.362  -0.12
C 1.255 1.893 -3.825  -0.59
C 1.110 2.909 -4.944  -0.02
C 1.868 0.606 -4.355  -0.02
C 2.073 2.467 -2.678  -0.02
H -1.001 -2.976 -5.449  0.10
H -0.168 -3.188 -3.899  0.07
H 0.443 -2.016 -5.077  0.08
H -2.379 -0.859 -5.831  0.10
H -0.872 0.035 -5.603  0.08
H -2.310 0.455 -4.654  0.08
H -3.191 -2.495 -4.176  0.10
H -3.168 -1.283 -2.883  0.08
H -2.270 -2.798 -2.692  0.08
H 0.484 2.506 -5.741  0.09
H 2.091 3.149 -5.356  0.10
H 0.647 3.823 -4.571  0.09
H 1.362 0.281 -5.265  0.08
H 1.804 -0.197 -3.627  0.06
H 2.917 0.784 -4.595  0.10
H 1.575 3.351 -2.275  0.10
H 3.063 2.751 -3.036  0.10
H 2.188 1.739 -1.875  0.06
C -3.586 3.231 1.763  -0.39
Te -2.676 2.209 0.102  1.43
C -4.615 1.699 -0.579  -0.36
H -4.010 4.146 1.355  0.01
H -2.883 3.482 2.553  -0.01
H -4.383 2.619 2.181  0.00
H -5.163 1.202 0.215  0.00
H -4.503 1.048 -1.438  0.00
H -5.110 2.625 -0.863  0.02

Values from the calculation:
molecular weight	974.18	g mol⁻¹
charge	+1
spin multiplicity	2
gap between HOMO and LUMO (alpha / beta)	6.459 / 6.435	eV
expectation value of S²	0.75
LUMO level (alpha / beta)	-3.8 / -3.8	eV

Verdict on stability: *one* comes out on top.

*one*
C43H46AsN4O2PSTi as an isolated structure, computed with ωB97M-V/def2-TZVPD.

Each line ends with the Löwdin charge.
Element x y z (Å)
Ti -0.482 -0.196 0.082  0.60
O 0.284 -1.895 -0.208  -0.28
C -0.109 -3.153 0.066  -0.34
C 0.560 -4.207 -0.530  -0.05
C 0.148 -5.524 -0.333  -0.11
C -0.942 -5.778 0.494  -0.12
C -1.591 -4.735 1.127  -0.06
C -1.202 -3.390 0.951  -0.18
C -1.819 -2.358 1.705  -0.09
N -1.421 -1.067 1.560  -0.19
N -1.575 -0.239 2.666  0.06
C -0.673 0.690 2.650  -0.48
O 0.173 0.825 1.644  -0.23
C -0.468 1.526 3.856  -0.14
C 0.675 2.310 3.976  -0.04
C 0.895 3.071 5.116  -0.08
C -0.020 3.055 6.158  -0.09
C -1.148 2.247 6.060  -0.09
C -1.363 1.486 4.925  -0.07
H 1.405 -3.977 -1.167  0.11
H 0.670 -6.335 -0.822  0.09
H -1.277 -6.794 0.656  0.09
H -2.419 -4.942 1.794  0.11
H -2.471 -2.603 2.536  0.11
H 1.409 2.299 3.182  0.11
H 1.792 3.672 5.190  0.10
H 0.153 3.644 7.048  0.10
H -1.853 2.195 6.879  0.10
H -2.214 0.817 4.869  0.11
N 2.562 -0.005 -0.650  0.11
C 3.096 1.099 -1.294  -0.32
C 4.435 1.090 -1.706  -0.03
C 4.988 2.189 -2.330  -0.08
C 4.228 3.335 -2.556  -0.09
C 2.898 3.328 -2.187  -0.10
C 2.301 2.214 -1.595  -0.31
P 0.496 2.173 -1.321  1.08
C -0.111 2.454 -3.034  -0.36
C 0.694 2.213 -4.145  -0.09
C 0.216 2.433 -5.430  -0.08
C -1.070 2.914 -5.627  -0.08
C -1.886 3.144 -4.527  -0.09
C -1.417 2.899 -3.248  -0.14
C 0.207 3.787 -0.508  -0.34
C -0.130 4.964 -1.171  -0.10
C -0.296 6.147 -0.461  -0.08
C -0.127 6.166 0.916  -0.09
C 0.217 4.999 1.584  -0.07
C 0.385 3.821 0.874  -0.08
H 1.932 0.202 0.115  0.04
H 3.185 -0.760 -0.412  0.11
H 5.041 0.216 -1.504  0.11
H 6.027 2.161 -2.630  0.10
H 4.667 4.207 -3.018  0.10
H 2.288 4.202 -2.386  0.11
H 1.708 1.858 -4.016  0.10
H 0.860 2.237 -6.277  0.11
H -1.436 3.099 -6.628  0.10
H -2.899 3.500 -4.665  0.11
H -2.077 3.045 -2.402  0.07
H -0.260 4.972 -2.244  0.10
H -0.551 7.055 -0.990  0.10
H -0.257 7.091 1.465  0.10
H 0.346 4.995 2.658  0.10
H 0.630 2.903 1.386  0.06
C -3.758 0.356 -3.650  -0.16
C -2.380 -0.191 -3.991  -0.41
As -1.361 -0.957 -2.508  1.20
C -2.145 -2.747 -2.510  -0.39
C -3.437 -2.847 -1.704  -0.15
C 0.342 -1.332 -3.404  -0.40
C 0.274 -1.653 -4.889  -0.16
H -4.188 0.855 -4.521  0.07
H -3.722 1.078 -2.833  0.02
H -4.449 -0.434 -3.354  0.06
H -1.762 0.591 -4.431  0.03
H -2.457 -0.994 -4.729  0.07
H -1.394 -3.428 -2.105  0.05
H -2.308 -3.015 -3.558  0.07
H -3.357 -2.326 -0.746  0.05
H -3.669 -3.890 -1.485  0.07
H -4.285 -2.423 -2.244  0.05
H 0.763 -2.161 -2.832  0.05
H 0.995 -0.476 -3.216  0.04
H -0.402 -2.485 -5.097  0.06
H 1.260 -1.938 -5.263  0.07
H -0.063 -0.800 -5.478  0.05
S -2.655 1.311 -0.240  0.67
C -2.980 2.510 0.937  -0.65
N -3.214 2.173 2.230  0.09
C -3.563 3.034 3.213  -0.06
C -3.711 4.362 2.939  -0.04
C -3.469 4.780 1.617  -0.04
C -3.117 3.888 0.641  -0.08
H -3.002 1.197 2.466  0.11
H -3.699 2.610 4.195  0.12
H -3.988 5.048 3.723  0.11
H -3.557 5.829 1.365  0.12
H -2.920 4.208 -0.369  0.10

Values from the calculation:
molecular weight	836.70	g mol⁻¹
spin multiplicity	3
gap between HOMO and LUMO (alpha / beta)	4.472 / 7.209	eV
expectation value of S²	2.04
LUMO level (alpha / beta)	-0.1 / -0.1	eV

*two*
C43H46AsN4O2PSTi as an isolated structure, computed with ωB97M-V/def2-TZVPD.

Each line ends with the Löwdin charge.
Element x y z (Å)
Ti 0.681 0.279 0.653  0.50
O 0.203 2.074 1.244  -0.25
C 0.438 3.252 0.714  -0.34
C -0.285 4.372 1.175  -0.02
C -0.096 5.621 0.630  -0.08
C 0.841 5.825 -0.386  -0.10
C 1.576 4.752 -0.830  -0.06
C 1.389 3.463 -0.313  -0.15
C 2.326 2.433 -0.703  -0.07
N 2.223 1.207 -0.335  -0.10
N 3.436 0.489 -0.403  0.10
C 3.415 -0.372 0.575  -0.48
O 2.389 -0.575 1.351  -0.21
C 4.664 -1.130 0.862  -0.16
C 5.728 -1.128 -0.037  -0.03
C 6.875 -1.851 0.243  -0.08
C 6.974 -2.576 1.424  -0.09
C 5.920 -2.574 2.325  -0.08
C 4.767 -1.856 2.042  -0.03
H -1.000 4.215 1.971  0.11
H -0.676 6.456 1.004  0.10
H 0.998 6.809 -0.806  0.10
H 2.330 4.892 -1.598  0.11
H 3.239 2.736 -1.220  0.13
H 5.639 -0.554 -0.949  0.11
H 7.697 -1.849 -0.462  0.10
H 7.873 -3.139 1.641  0.10
H 5.995 -3.134 3.249  0.10
H 3.936 -1.838 2.733  0.09
N -3.254 -1.441 -0.373  0.11
C -3.167 -1.221 -1.738  -0.36
C -3.794 -2.113 -2.611  -0.05
C -3.647 -1.995 -3.981  -0.09
C -2.889 -0.961 -4.513  -0.09
C -2.293 -0.052 -3.653  -0.09
C -2.405 -0.163 -2.269  -0.32
P -1.561 0.986 -1.113  1.10
C -3.027 1.681 -0.249  -0.38
C -4.252 1.836 -0.900  -0.09
C -5.342 2.369 -0.232  -0.08
C -5.221 2.752 1.099  -0.08
C -4.011 2.594 1.755  -0.07
C -2.917 2.058 1.087  -0.10
C -1.072 2.358 -2.223  -0.35
C 0.052 2.164 -3.027  -0.13
C 0.492 3.155 -3.888  -0.08
C -0.167 4.376 -3.932  -0.09
C -1.261 4.593 -3.109  -0.07
C -1.716 3.590 -2.263  -0.06
H -3.950 -2.111 -0.088  0.10
H -3.222 -0.640 0.243  0.03
H -4.389 -2.919 -2.196  0.11
H -4.134 -2.708 -4.634  0.10
H -2.775 -0.852 -5.583  0.10
H -1.726 0.771 -4.071  0.09
H -4.351 1.537 -1.937  0.11
H -6.286 2.486 -0.748  0.10
H -6.074 3.166 1.622  0.10
H -3.917 2.883 2.795  0.10
H -1.972 1.920 1.594  0.06
H 0.599 1.231 -2.967  0.08
H 1.360 2.978 -4.512  0.11
H 0.180 5.159 -4.594  0.10
H -1.765 5.551 -3.119  0.11
H -2.571 3.780 -1.628  0.10
C 2.134 -3.767 0.663  -0.16
C 2.288 -3.196 -0.743  -0.40
As 0.819 -1.980 -1.201  1.23
C -0.607 -3.273 -1.621  -0.41
C -0.201 -4.705 -1.947  -0.16
C 1.378 -1.426 -3.002  -0.42
C 1.731 -2.516 -4.006  -0.16
H 2.923 -4.489 0.882  0.08
H 1.172 -4.272 0.786  0.06
H 2.194 -2.963 1.396  0.02
H 2.327 -4.000 -1.479  0.05
H 3.213 -2.625 -0.836  0.06
H -1.158 -2.829 -2.452  0.05
H -1.279 -3.255 -0.762  0.05
H 0.484 -4.764 -2.793  0.05
H -1.085 -5.294 -2.200  0.07
H 0.282 -5.193 -1.100  0.06
H 2.223 -0.751 -2.837  0.06
H 0.551 -0.826 -3.389  0.03
H 2.521 -3.171 -3.636  0.06
H 2.082 -2.077 -4.943  0.07
H 0.863 -3.131 -4.243  0.06
S -1.101 -1.086 2.020  0.63
C -0.033 -0.650 3.266  -0.75
N 0.921 -1.550 3.666  0.05
C 1.859 -1.305 4.620  -0.09
C 1.866 -0.131 5.289  -0.06
C 0.874 0.835 4.956  -0.05
C -0.043 0.582 3.984  -0.09
H 0.964 -2.400 3.123  0.12
H 2.568 -2.099 4.801  0.13
H 2.607 0.055 6.051  0.10
H 0.857 1.785 5.473  0.11
H -0.783 1.314 3.698  0.10

Values from the calculation:
molecular weight	836.70	g mol⁻¹
spin multiplicity	3
gap between HOMO and LUMO (alpha / beta)	5.364 / 7.749	eV
expectation value of S²	2.02
LUMO level (alpha / beta)	0.1 / 0.2	eV

Verdict on stability: *two* comes out on top.

*one*
C7H13N3 as an isolated structure, computed with ωB97M-V/def2-TZVPD.

Each line ends with the Löwdin charge.
Element x y z (Å)
C 0.950 -0.338 -1.199  0.04
C -0.124 0.060 -0.474  0.10
C 2.164 -0.191 -0.587  -0.32
C 0.836 0.966 0.902  -0.06
C -2.069 -1.399 -0.968  0.00
C -2.254 0.424 0.796  -0.05
C -1.581 0.073 -0.538  -0.33
N 2.103 0.555 0.518  0.16
N 3.307 -0.699 -0.949  0.30
N 0.560 1.723 1.867  0.27
H 0.611 -1.069 -2.014  0.19
H -1.287 -2.187 -1.251  0.11
H -2.824 -1.349 -1.769  0.10
H -2.570 -1.830 -0.155  0.06
H -1.933 -0.148 1.638  0.07
H -3.342 0.179 0.722  0.12
H -1.933 1.532 1.140  0.12
H -1.874 0.813 -1.245  0.15
H 2.960 0.864 1.090  0.24
H 3.329 -1.371 -1.816  0.23
H 4.158 -0.551 -0.514  0.13
H -0.417 1.963 2.149  0.16
H 1.229 1.978 2.654  0.21

Values from the calculation:
molecular weight	139.20	g mol⁻¹
charge	+2
gap between HOMO and LUMO	9.090	eV
LUMO level	-9.7	eV

*two*
An isolated ion of composition C7H13N3 and charge +2, computed with ωB97M-V/def2-TZVPD.

Each line ends with the Löwdin charge.
Element x y z (Å)
H -1.584 -1.886 -1.317  0.11
N -1.026 -1.236 -0.837  0.24
C -1.707 -0.334 -0.344  -0.30
C -3.124 0.098 -0.096  0.01
N -0.819 0.703 0.308  0.23
C 0.394 0.752 0.372  -0.25
C 1.129 1.871 1.052  0.09
N 1.176 -0.198 -0.324  -0.10
C 1.533 0.034 -1.722  0.08
C 1.536 -1.186 0.356  0.04
C 1.893 -2.159 1.147  0.24
H -3.882 -0.581 -0.473  0.10
H -3.332 1.056 -0.561  0.10
H -3.453 0.264 1.046  0.17
H -1.456 1.472 0.778  0.25
H 1.271 2.656 0.323  0.13
H 2.045 1.455 1.249  0.07
H 0.618 2.191 2.013  0.15
H 2.041 -0.937 -1.977  0.15
H 0.548 0.231 -2.239  0.13
H 2.193 0.969 -1.692  0.15
H 1.276 -3.054 1.253  0.14
H 2.730 -2.180 1.686  0.07

Values from the calculation:
molecular weight	139.20	g mol⁻¹
charge	+2
gap between HOMO and LUMO	10.333	eV
SMILES	[H]/N=C(C)/[NH+]=C(/C)[N+](C)=C=C
LUMO level	-9.0	eV

Verdict on stability: *one* comes out on top.